Formula: C45H90O45
Source: the OMol25 dataset
Level of theory: the ωB97M-V functional and the def2-TZVPD basis

```
180
Properties=species:S:1:pos:R:3:lowdin_charge:R:1
C -4.16806 1.70509 0.41370 -0.010
O -4.78807 0.90224 -0.61645 0.017
C -4.11626 -0.07597 -1.28564 -0.545
O -2.95142 -0.45001 -1.13667 0.092
O -4.99128 -0.72786 -2.05414 0.015
C -4.69746 -1.99343 -2.63637 -0.040
H -4.12160 1.40086 1.45935 0.091
H -4.90544 2.50755 0.39333 0.090
H -3.18540 2.12548 0.19986 0.063
H -4.53996 -2.79774 -1.91776 0.091
H -3.87514 -2.02646 -3.35108 0.089
H -5.49795 -2.47332 -3.19941 0.094
C -4.34951 0.29254 5.63576 -0.024
O -3.97056 1.57241 5.09985 -0.002
C -3.05362 1.58170 4.07168 -0.522
O -2.49132 0.61985 3.53531 0.077
O -2.89766 2.83975 3.68488 0.002
C -2.06554 3.21010 2.64451 -0.038
H -4.48484 -0.41800 4.82035 0.071
H -5.33616 0.48511 6.05712 0.103
H -3.62223 -0.22557 6.26083 0.074
H -1.05696 3.14639 3.05291 0.113
H -2.32811 4.22098 2.33260 0.099
H -2.19236 2.56247 1.77699 0.059
C 0.90610 6.08420 0.78883 -0.012
O 1.42884 4.94980 1.49748 -0.002
C 2.71123 4.70945 1.43644 -0.595
O 3.58005 5.32928 0.85057 0.105
O 2.93075 3.71136 2.37176 -0.038
C 4.27634 3.22798 2.62405 -0.025
H 1.25229 7.04708 1.16448 0.101
H -0.17431 6.17779 0.89874 0.088
H 1.12803 5.90930 -0.26390 0.087
H 4.66727 3.00073 1.63227 0.087
H 4.31684 2.21116 3.01460 0.066
H 4.84880 3.86998 3.29355 0.099
C 3.51911 -1.28765 -2.99042 -0.056
O 4.39428 -2.27294 -3.40232 0.031
C 4.43597 -2.61204 -4.68012 -0.604
O 3.55522 -2.35205 -5.48258 0.108
O 5.47713 -3.38624 -4.83336 0.006
C 5.68849 -4.09660 -6.02735 -0.031
H 2.46405 -1.45107 -3.21000 0.080
H 3.78018 -0.25445 -3.21944 0.094
H 3.61368 -1.19948 -1.90811 0.089
H 6.47990 -4.78073 -5.72121 0.102
H 5.96706 -3.38507 -6.80467 0.101
H 4.76850 -4.61460 -6.29828 0.101
C -2.95169 -3.51098 5.45704 -0.030
O -2.16201 -2.94476 4.44087 -0.021
C -0.82760 -3.13128 4.21414 -0.446
O -0.22400 -2.69934 3.22395 0.104
O -0.31793 -3.99227 5.21328 -0.070
C 0.99310 -4.42810 5.10258 -0.073
H -3.26124 -2.93200 6.32713 0.098
H -2.39234 -4.35016 5.87058 0.090
H -3.76415 -3.96423 4.88908 0.091
H 1.29810 -5.00966 4.23260 0.095
H 1.07436 -5.10073 5.95643 0.099
H 1.60719 -3.54128 5.25933 0.092
C 0.43313 0.20447 5.23822 -0.035
O 0.73844 -0.83469 6.17250 -0.033
C -0.18247 -1.22323 7.14870 -0.446
O -1.35364 -0.77103 7.29817 0.068
O 0.45242 -2.07525 8.02444 -0.037
C -0.15414 -2.76536 9.13787 -0.028
H -0.35623 0.01757 4.51016 0.070
H 1.34197 0.42645 4.67889 0.072
H 0.32353 1.15214 5.76549 0.104
H 0.49858 -3.38658 9.75119 0.094
H -1.00174 -3.35010 8.78043 0.089
H -0.59509 -2.02540 9.80580 0.091
C 0.09935 -1.72926 -2.16959 -0.066
O -0.59411 -2.24592 -3.20533 0.016
C -0.93062 -3.50068 -3.29241 -0.527
O -0.54469 -4.41849 -2.51341 0.062
O -1.79659 -3.62335 -4.32751 0.008
C -2.34719 -4.90717 -4.45972 -0.076
H 0.88481 -2.44758 -1.93467 0.110
H -0.61200 -1.56158 -1.36092 0.087
H 0.53154 -0.80914 -2.56290 0.081
H -2.24066 -5.39631 -5.42796 0.094
H -3.39331 -4.88293 -4.15450 0.091
H -1.91417 -5.69489 -3.84320 0.088
C 3.11006 -1.17363 3.24694 -0.031
O 3.64148 -1.36349 1.93137 -0.024
C 4.85105 -0.81987 1.58990 -0.538
O 5.44618 0.04779 2.18095 0.117
O 5.14682 -1.35839 0.35621 -0.032
C 6.36479 -0.81870 -0.27118 -0.017
H 2.25837 -1.85308 3.21407 0.083
H 2.77433 -0.13719 3.21298 0.078
H 3.74875 -1.38236 4.10520 0.106
H 7.17112 -0.80655 0.46215 0.085
H 6.18315 0.21161 -0.57707 0.091
H 6.75134 -1.52757 -1.00343 0.095
C 1.70162 4.89175 -3.60353 -0.028
O 2.45233 4.64203 -4.80156 -0.013
C 2.34408 5.39220 -5.93251 -0.603
O 3.07538 5.30408 -6.89435 0.116
O 1.40199 6.29817 -5.84546 -0.017
C 1.27005 7.33197 -6.93269 0.028
H 1.77298 5.94023 -3.31417 0.103
H 2.22564 4.38809 -2.79123 0.061
H 0.72313 4.42805 -3.72861 0.090
H 1.50336 6.92763 -7.91766 0.087
H 1.93438 8.12465 -6.58859 0.100
H 0.24601 7.63737 -7.14759 0.086
C -1.67919 3.99905 -1.49227 0.003
O -2.44539 4.84148 -0.55489 -0.031
C -3.79639 4.92561 -0.63587 -0.485
O -4.53555 4.45440 -1.51026 0.092
O -4.30097 5.31292 0.63209 -0.073
C -5.66219 5.27524 1.03559 -0.054
H -2.06189 4.15571 -2.50078 0.080
H -1.65222 2.95393 -1.18388 0.082
H -0.66128 4.38876 -1.50126 0.081
H -5.79104 4.95719 2.07017 0.096
H -6.17311 4.57868 0.37086 0.087
H -6.06032 6.28624 0.94932 0.093
C -5.94606 -5.28355 3.03162 -0.045
O -6.45630 -4.02659 3.45670 0.003
C -5.99651 -2.89100 2.91622 -0.662
O -6.57741 -1.83268 3.08513 0.116
O -4.98217 -3.06002 2.17966 0.013
C -3.93504 -2.11226 1.84712 0.035
H -4.86966 -5.36944 3.18021 0.075
H -6.09111 -5.52035 1.97759 0.098
H -6.51762 -6.00504 3.61548 0.098
H -4.23327 -1.51306 0.98681 0.088
H -2.92283 -2.51043 1.77642 0.074
H -3.98190 -1.35285 2.62764 0.078
C -1.98860 1.82020 -3.97073 -0.022
O -1.41857 1.23580 -5.17546 0.013
C -0.09555 1.01373 -5.22677 -0.488
O 0.65479 1.08458 -4.19005 0.038
O 0.26202 0.44953 -6.40094 -0.003
C 1.59714 -0.02309 -6.59408 -0.021
H -1.48334 2.77920 -3.85607 0.058
H -1.79373 1.39457 -2.98637 0.080
H -3.04453 2.08277 -4.03524 0.107
H 2.32444 0.73919 -6.31468 0.081
H 1.73172 -0.08788 -7.67380 0.100
H 1.77727 -0.94976 -6.04917 0.079
C 5.17214 4.36161 -2.30475 -0.016
O 4.77406 3.41841 -3.30144 -0.032
C 5.43045 3.15258 -4.40297 -0.530
O 6.42210 3.73795 -4.87672 0.093
O 4.76013 2.09072 -4.99495 -0.030
C 5.13921 1.57522 -6.28633 -0.051
H 5.81255 5.15408 -2.69201 0.103
H 5.78555 3.83382 -1.57450 0.096
H 4.34675 4.73452 -1.69830 0.072
H 5.01134 0.49275 -6.28110 0.081
H 6.18150 1.61039 -6.60333 0.088
H 4.61708 2.07531 -7.10205 0.096
C -1.34853 -7.92877 4.16638 -0.058
O -2.10807 -7.01502 3.41775 -0.038
C -1.45776 -6.19843 2.50818 -0.554
O -0.25400 -6.12113 2.35469 0.124
O -2.39502 -5.65306 1.74118 -0.004
C -1.98913 -4.73293 0.70483 -0.007
H -0.51335 -7.31872 4.51049 0.082
H -1.03726 -8.74325 3.51229 0.104
H -1.78618 -8.26404 5.10668 0.095
H -1.35788 -3.95805 1.13978 0.081
H -2.89692 -4.27333 0.31395 0.088
H -1.45905 -5.26616 -0.08434 0.095
C -0.59608 -0.19647 1.13243 -0.042
O 0.51474 -0.08229 0.25453 -0.028
C 1.06900 1.13382 -0.01868 -0.436
O 0.65373 2.24015 0.41521 0.081
O 2.16665 0.88837 -0.83921 -0.024
C 2.82029 1.96661 -1.46958 -0.054
H -0.30909 -0.06645 2.17590 0.077
H -0.86942 -1.25159 1.12224 0.078
H -1.45228 0.41169 0.84062 0.074
H 2.34902 2.21361 -2.42089 0.086
H 3.81067 1.57123 -1.69520 0.084
H 3.01326 2.82510 -0.82626 0.085
```

## Properties
ΔE to the lowest compared entry with this formula, charge and spin = 176.2 kcal/mol
Calculated total energy = -140255.10822 eV